{
  "formula": "C34H48F5GaN5O4S2Si",
  "method": "ωB97M-V with the def2-TZVPD basis set",
  "elements": ["Ga", "F", "C", "C", "F", "C", "F", "C", "S", "C", "F", "C", "F", "N", "C", "S", "C", "C", "C", "N", "C", "C", "H", "H", "H", "H", "H", "H", "C", "C", "C", "C", "C", "N", "H", "H", "H", "H", "H", "H", "H", "H", "H", "C", "C", "C", "C", "O", "Si", "O", "O", "C", "C", "C", "C", "O", "C", "C", "C", "C", "H", "H", "H", "H", "H", "H", "H", "H", "H", "H", "H", "H", "H", "H", "H", "H", "H", "H", "H", "H", "H", "H", "H", "H", "H", "H", "H", "N", "C", "C", "C", "N", "C", "C", "H", "H", "H", "H", "H", "H"],
  "coordinates": [[0.671, -0.958, 0.819], [5.280, -5.120, 4.376], [4.726, -4.274, 3.518], [3.466, -4.524, 3.007], [2.789, -5.613, 3.372], [2.910, -3.635, 2.107], [1.697, -3.917, 1.610], [3.540, -2.462, 1.712], [2.910, -1.325, 0.519], [4.812, -2.243, 2.241], [5.476, -1.137, 1.909], [5.400, -3.127, 3.127], [6.606, -2.876, 3.625], [-4.420, -5.971, 0.862], [-4.112, -4.872, 1.552], [-5.166, -4.047, 2.509], [-2.779, -4.253, 1.355], [-1.986, -3.891, 2.443], [-0.908, -3.065, 2.239], [-0.598, -2.582, 1.030], [-1.292, -2.992, -0.029], [-2.370, -3.846, 0.087], [-5.344, -6.361, 0.953], [-3.729, -6.477, 0.333], [-2.241, -4.229, 3.437], [-0.273, -2.761, 3.058], [-0.979, -2.596, -0.986], [-2.925, -4.134, -0.795], [-4.585, -1.135, -0.143], [-4.173, 0.163, 0.571], [-4.239, 1.335, -0.416], [-5.076, 0.422, 1.786], [-2.800, 0.000, 1.047], [-1.746, -0.177, 1.471], [-5.587, -1.010, -0.554], [-4.598, -1.977, 0.550], [-3.898, -1.354, -0.962], [-5.251, 1.413, -0.812], [-3.557, 1.171, -1.250], [-3.980, 2.274, 0.071], [-6.092, 0.619, 1.442], [-4.729, 1.289, 2.348], [-5.095, -0.441, 2.451], [4.545, 0.309, -2.796], [3.488, 1.342, -2.413], [3.141, 2.182, -3.642], [4.014, 2.245, -1.296], [2.332, 0.618, -1.938], [0.812, 1.118, -1.647], [0.170, 0.038, -0.585], [-0.182, 1.183, -2.929], [-0.603, 0.231, -3.913], [-1.387, -0.899, -3.248], [-1.498, 1.005, -4.875], [0.606, -0.347, -4.644], [0.907, 2.606, -0.995], [0.095, 3.787, -1.024], [-0.043, 4.301, -2.455], [-1.271, 3.457, -0.430], [0.808, 4.827, -0.165], [5.405, 0.813, -3.239], [4.130, -0.392, -3.521], [4.872, -0.247, -1.922], [3.971, 2.853, -3.861], [2.245, 2.780, -3.461], [2.976, 1.545, -4.511], [4.962, 2.692, -1.597], [4.168, 1.661, -0.387], [3.295, 3.036, -1.087], [-2.287, -0.511, -2.765], [-0.758, -1.361, -2.489], [-1.672, -1.643, -3.992], [-2.308, 1.478, -4.318], [-1.922, 0.341, -5.628], [-0.920, 1.784, -5.373], [1.274, -0.832, -3.930], [1.154, 0.446, -5.151], [0.276, -1.078, -5.382], [-0.506, 3.541, -3.081], [0.944, 4.534, -2.859], [-0.651, 5.205, -2.483], [-1.676, 2.596, -0.960], [-1.950, 4.304, -0.528], [-1.170, 3.198, 0.627], [1.825, 4.987, -0.525], [0.851, 4.496, 0.874], [0.272, 5.775, -0.204], [0.858, 2.971, 5.614], [0.885, 2.069, 4.615], [0.825, 0.686, 4.872], [0.823, -0.192, 3.822], [0.870, 0.194, 2.541], [0.951, 1.511, 2.279], [0.961, 2.459, 3.267], [0.814, 2.675, 6.571], [0.935, 3.954, 5.429], [0.777, 0.322, 5.889], [0.796, -1.257, 4.009], [0.997, 1.791, 1.233], [1.019, 3.510, 3.014]],
  "forces_ev_per_a": [[0.50, 0.18, 0.57], [0.03, -0.01, 0.04], [-0.04, 0.04, -0.06], [-0.01, 0.03, -0.04], [0.03, -0.05, 0.01], [0.13, 0.30, -0.05], [-0.13, -0.17, 0.01], [0.00, -0.11, 0.18], [-0.17, -0.24, -0.35], [-0.27, 0.08, 0.01], [0.11, -0.03, 0.03], [0.03, -0.03, 0.04], [0.04, 0.01, 0.00], [0.33, -0.05, -0.11], [-0.47, 0.16, 0.22], [0.01, -0.16, 0.03], [0.38, 0.26, -0.22], [-0.12, -0.10, 0.01], [0.00, -0.09, 0.03], [0.47, 0.39, -0.04], [0.19, 0.04, -0.16], [-0.13, -0.16, 0.08], [-0.02, 0.00, 0.01], [-0.02, -0.02, 0.02], [-0.01, 0.07, 0.03], [-0.09, -0.01, 0.03], [-0.09, -0.01, 0.02], [-0.01, 0.07, -0.02], [0.05, 0.02, 0.05], [-0.42, 0.02, -0.24], [0.10, -0.03, 0.04], [0.06, -0.01, 0.03], [0.25, -0.10, 0.36], [-0.40, 0.21, -0.12], [-0.01, 0.01, 0.00], [-0.01, 0.02, 0.00], [-0.04, 0.00, -0.04], [-0.02, -0.01, 0.04], [0.02, 0.05, -0.03], [0.02, 0.03, -0.02], [0.00, -0.02, -0.03], [-0.03, 0.02, 0.00], [0.01, 0.00, 0.00], [-0.33, 0.06, 0.06], [0.29, 0.18, -0.08], [-0.09, -0.12, 0.15], [-0.18, -0.15, -0.05], [0.06, -0.03, -0.13], [-0.09, -0.62, 0.49], [0.18, 0.11, -0.16], [-0.03, 0.08, -0.16], [-0.07, -0.06, -0.22], [0.08, 0.19, 0.05], [0.11, -0.04, 0.14], [-0.08, 0.11, 0.18], [0.02, 0.19, 0.08], [-0.16, 0.23, 0.05], [0.11, -0.16, 0.09], [0.21, -0.11, -0.08], [-0.02, -0.12, -0.07], [0.02, -0.03, 0.00], [0.04, 0.00, -0.02], [0.04, -0.09, 0.12], [-0.02, 0.04, -0.05], [0.06, 0.03, -0.06], [-0.05, 0.03, 0.00], [0.02, 0.00, 0.02], [0.04, -0.02, 0.01], [0.06, 0.03, 0.04], [0.00, 0.00, 0.02], [0.00, -0.05, -0.05], [-0.03, -0.02, 0.01], [-0.05, 0.00, -0.04], [-0.01, 0.01, -0.02], [-0.02, 0.01, -0.02], [0.04, -0.05, -0.07], [-0.01, -0.03, -0.01], [0.04, -0.01, -0.03], [-0.03, 0.02, -0.06], [-0.03, 0.04, -0.02], [0.01, 0.02, 0.04], [-0.16, 0.02, -0.03], [-0.05, -0.01, 0.02], [-0.05, -0.02, 0.00], [0.00, 0.01, 0.00], [0.05, 0.00, 0.01], [-0.01, 0.02, 0.03], [0.01, -0.02, 0.04], [-0.05, -0.17, -0.17], [0.02, 0.09, 0.06], [0.04, -0.05, 0.02], [-0.23, -0.30, -0.55], [-0.04, 0.01, 0.07], [0.03, 0.10, 0.10], [0.02, 0.03, 0.02], [0.00, 0.01, -0.01], [0.02, -0.06, -0.02], [-0.01, 0.02, 0.04], [-0.02, 0.09, 0.00], [0.03, -0.02, -0.08]],
  "e_tot_ha": -5409.22993,
  "lumo_energy_ha": -0.1208,
  "homo_ev": -10.58,
  "charge": 1,
  "homo_lumo_gap_ev": 7.292,
  "de_lowest_kcal_mol": 0.1
}